108
Properties=species:S:1:pos:R:3:forces:R:3 method="wB97M-V/def2-TZVPD" total_charge=+1 orbital_gap_ha=0.177 total_energy_ha=-2012.8323 de_lowest_kj_mol=255.71
Hg 1.20435 0.69362 -4.01245 -1.1577 -0.1704 2.5776
C -0.13904 -0.58764 -0.45980 0.7013 0.8125 0.1273
C -0.37058 0.87732 -0.89268 -1.4460 -1.4998 -0.6122
O 0.51412 1.40894 -1.84786 1.4681 0.2852 -0.9901
H -0.24548 -1.19684 -1.35738 0.1156 -0.3271 0.0577
H -0.78041 -0.96403 0.33711 -0.6134 0.3453 -0.3330
H 0.83593 -0.71152 0.01158 0.4160 -0.0316 -0.4534
H -0.43070 1.56338 -0.04781 0.5766 0.2105 0.2396
H -1.38434 0.90910 -1.29193 -0.3523 0.0820 -0.1184
C 4.07414 -2.16739 3.02542 1.1934 -0.1722 -0.7487
C 3.57295 -1.30394 1.85571 0.1198 -0.3940 1.4780
O 4.29160 -0.08125 1.85148 0.1706 -0.4603 -0.1540
H 4.22830 -1.57489 3.92723 -0.8664 -0.0676 0.1581
H 5.09240 -2.52218 2.86612 0.3001 0.1800 -0.5698
H 3.55668 -3.12061 3.13368 -0.5767 0.4030 0.3397
H 2.51760 -1.10517 2.04237 -0.3233 0.1163 -0.1389
H 3.64542 -1.82462 0.90086 0.1725 -0.1664 -0.1733
H 3.93146 0.37280 1.08614 -0.1749 0.2911 0.1618
C -4.03651 -1.50684 1.45232 0.2326 -0.8741 -0.3024
C -3.85404 -1.38371 -0.04577 -0.0483 0.5773 0.2567
O -4.93743 -1.92715 -0.75786 -0.3607 -0.0770 -0.4133
H -3.14232 -1.13974 1.95607 -0.2059 0.0311 0.3254
H -4.18900 -2.56573 1.66111 0.2791 -0.0886 0.2742
H -4.94707 -1.03280 1.81875 0.1494 0.4401 -0.1100
H -2.96563 -1.88763 -0.42642 0.1059 -0.1129 0.2674
H -3.75969 -0.32541 -0.28910 0.2598 0.2844 -0.1740
H -5.68834 -1.36953 -0.54158 -0.3503 -0.1634 -0.0755
C -1.20032 5.80187 0.06590 0.5447 -0.5048 0.4123
C -0.82183 4.31740 -0.12101 -0.7202 0.1966 -1.4019
O -0.08298 4.26810 -1.35699 0.3306 0.4393 0.4147
H -0.29969 6.37642 0.28236 0.0734 0.0163 -0.0535
H -1.90226 6.00865 0.87375 -0.0446 -0.3446 0.0376
H -1.62342 6.20262 -0.85523 0.0103 -0.2352 -0.0361
H -1.69980 3.69864 -0.30650 -0.5720 0.1732 0.2289
H -0.30754 3.78257 0.67746 0.3993 0.6345 0.4184
H 0.23927 3.37497 -1.49870 0.0158 -0.4068 -0.0852
C 0.88354 -3.99201 0.19052 -0.8754 -0.3484 0.6335
C 0.75389 -5.09573 1.28097 0.1971 0.5413 -0.6285
O 2.05135 -5.43839 1.66154 1.2339 -0.0601 0.8471
H -0.08252 -3.61974 -0.15042 -0.1620 -0.1616 -0.1632
H 1.47332 -4.31770 -0.66633 -0.0056 -0.1773 -0.0448
H 1.37643 -3.13378 0.64726 0.2000 -0.0667 0.0736
H 0.28005 -6.04893 1.04648 -0.7062 0.3663 -0.7096
H 0.25273 -4.69247 2.16093 0.0209 0.0446 -0.0450
H 2.50424 -5.79571 0.89420 0.0814 -0.0992 0.0235
C 0.55981 -2.35364 3.78307 -0.6074 0.1101 -0.3342
C -0.41464 -1.41012 3.05401 0.6403 -1.2158 0.0185
O -1.30214 -0.93030 4.01320 -0.1021 0.3577 0.4136
H 0.01813 -3.20533 4.19455 -0.2238 0.1991 0.2953
H 0.98015 -1.75532 4.59141 0.3092 -0.3263 0.0248
H 1.32200 -2.82168 3.16009 0.1424 0.4692 -0.1245
H -0.98722 -1.94060 2.29318 0.0038 -0.3657 -0.3538
H 0.14394 -0.63583 2.52811 0.0950 0.4063 0.1090
H -1.60698 -0.06122 3.74231 -0.4364 0.4371 -0.0100
C 1.56237 2.29501 2.97538 0.7610 0.3461 -0.1693
C 1.05457 3.65040 3.44695 -0.1412 -0.5457 0.1419
O -0.36675 3.55075 3.54266 -0.0242 0.0455 0.1423
H 1.31900 2.19501 1.91761 -0.0513 -0.3977 0.0196
H 1.27681 1.41123 3.54590 -0.7912 0.2960 0.1290
H 2.64587 2.22219 3.06925 0.1931 0.3757 -0.2729
H 1.25704 4.44623 2.73019 0.4526 -0.0787 -0.1877
H 1.48982 3.94277 4.40255 -0.0431 -0.0890 0.1363
H -0.71021 4.35327 3.94216 -0.1407 0.0448 0.0660
C -3.56361 3.64460 2.43350 -0.1470 -0.2078 -0.6899
C -3.05298 2.20791 2.11729 -0.7248 1.8186 0.2258
O -2.34235 1.75411 3.20607 0.4451 -1.6310 0.9712
H -3.99566 4.08389 1.53435 -0.1842 0.0833 -0.0638
H -2.77430 4.32623 2.75046 0.3055 -0.2557 -0.1199
H -4.31068 3.68362 3.22626 -0.0500 -0.3783 -0.0530
H -2.38879 2.23518 1.25345 -0.2394 -0.0432 -0.4715
H -3.90314 1.54572 1.95347 0.0737 -0.0601 -0.1795
H -1.50561 2.22465 3.21291 0.3948 0.4335 0.3983
C -3.96207 1.13688 -2.83190 -0.4065 1.3398 0.3819
C -3.57543 -0.17981 -3.39007 -0.6936 -1.2073 0.3633
O -3.12222 -0.07285 -4.71115 1.8188 0.0277 -1.2427
H -4.43474 1.14238 -1.84974 0.2119 -0.4705 0.1105
H -4.67488 1.68801 -3.44529 -0.0249 -0.1895 -0.3577
H -3.07202 1.76296 -2.76911 0.0469 0.1415 0.0562
H -4.32926 -0.96703 -3.37811 -0.3865 0.2443 0.4052
H -2.74071 -0.59463 -2.82504 0.1602 -0.0046 0.0847
H -3.78347 0.12077 -5.37963 -0.3220 0.0334 0.3381
C -0.74200 -3.22136 -4.00968 0.8449 -0.1923 0.4360
C -0.41269 -2.19708 -5.10638 -0.7828 -2.2332 0.3151
O -0.38384 -0.89548 -4.57119 0.9192 0.8733 -0.0174
H 0.10757 -3.39331 -3.34881 0.4391 -0.0992 -0.2158
H -0.98777 -4.18216 -4.46196 -0.1113 0.0436 0.0282
H -1.49235 -2.95611 -3.26487 -0.5779 0.3656 -0.6344
H -1.20002 -2.30411 -5.85254 0.0342 0.5305 -0.1872
H 0.52171 -2.47238 -5.59548 0.1215 0.3717 0.1424
H -1.27953 -0.55580 -4.63413 -1.0792 0.6667 -0.0615
C 3.55068 3.24857 0.02494 0.8575 0.8338 0.1696
C 3.88280 1.90427 -0.60466 -1.6286 0.3396 1.1463
O 2.80034 1.06277 -0.12919 1.0786 -0.9330 -0.3850
H 4.39101 3.94030 -0.03378 -0.1082 0.2963 -0.4241
H 3.37954 3.17364 1.09881 0.2371 -0.6732 0.0175
H 2.62306 3.71311 -0.30944 0.1270 -0.0327 -0.6587
H 4.82863 1.51506 -0.22780 -0.0940 -0.1044 0.1317
H 3.93316 1.85496 -1.69238 -0.0688 0.4195 -0.1956
H 2.00295 1.25630 -0.62751 -0.3061 0.1703 -0.5017
C 3.43607 -2.91185 -3.77372 0.7322 -0.4857 0.2157
C 2.88121 -1.92045 -2.77327 0.3322 -1.4687 0.1779
O 2.96990 -0.62393 -3.32132 -0.2544 1.3558 -0.7074
H 4.51459 -2.80858 -3.89304 0.1245 0.2311 0.1068
H 3.04073 -2.81548 -4.78492 -0.4499 0.0329 0.1680
H 3.31195 -3.93275 -3.41254 -0.2704 -0.0417 -0.0848
H 3.48365 -1.83581 -1.86883 -0.2011 -0.6711 0.2430
H 1.86344 -2.19963 -2.50068 -0.1072 0.5512 -0.0029
H 3.87686 -0.36172 -3.14732 0.0721 0.6496 -0.2409